# 1
{
  "formula": "C10H24N2O3",
  "method": "ωB97M-V/def2-TZVPD",
  "homo_lumo_gap_ev": 9.33,
  "e_lumo_ha": 0.0286,
  "e_homo_ha": -0.3142,
  "smiles": "CCNC[C@@H](O)COC[C@H](O)CNCC",
  "e_above_lowest_ev": 0.014,
  "symbols": ["C", "H", "H", "H", "C", "N", "H", "C", "C", "O", "H", "C", "O", "C", "C", "O", "H", "C", "N", "H", "C", "C", "H", "H", "H", "H", "H", "H", "H", "H", "H", "H", "H", "H", "H", "H", "H", "H", "H"],
  "coordinates": [[-0.8338, 1.0335, -4.5068], [-1.8009, 1.5264, -4.4509], [-0.7717, 0.4774, -5.4377], [-0.0559, 1.7940, -4.5071], [-0.6520, 0.0864, -3.3270], [0.5961, -0.6393, -3.4721], [1.3748, 0.0116, -3.4478], [0.8071, -1.7263, -2.5481], [0.9563, -1.3649, -1.0525], [0.8985, -2.5768, -0.3434], [0.8461, -2.3674, 0.6066], [2.2778, -0.6103, -0.7977], [2.2360, 0.3524, 0.2368], [2.4438, -0.0930, 1.5555], [1.1646, -0.2205, 2.4046], [0.5311, -1.4590, 2.1659], [-0.4163, -1.3095, 2.3231], [0.1826, 0.9218, 2.1298], [-1.0727, 0.6078, 2.7877], [-0.9474, 0.6447, 3.7970], [-2.1760, 1.4750, 2.4100], [-3.4359, 1.0830, 3.1682], [-3.3018, 1.2339, 4.2374], [-4.2754, 1.6877, 2.8366], [-3.6661, 0.0354, 2.9933], [-2.3365, 1.3493, 1.3347], [-1.9471, 2.5390, 2.5923], [-0.0009, 0.9740, 1.0532], [0.6265, 1.8787, 2.4438], [1.4723, -0.1911, 3.4644], [3.0831, 0.6606, 2.0303], [2.9653, -1.0569, 1.5693], [3.0680, -1.3493, -0.6107], [2.5448, -0.0321, -1.6878], [0.1223, -0.7091, -0.7562], [-0.0400, -2.4121, -2.6293], [1.7052, -2.2673, -2.8573], [-1.4587, -0.6522, -3.3194], [-0.7130, 0.6641, -2.3886]],
  "forces_ev_per_angstrom": [[-0.07, -0.21, 0.26], [-0.08, 0.13, -0.03], [0.00, -0.03, -0.11], [0.07, 0.12, -0.03], [-0.01, 0.18, -0.12], [0.21, 0.27, -0.05], [-0.06, -0.08, -0.10], [0.08, -0.10, 0.47], [0.21, 0.30, -0.30], [0.03, -0.27, 0.23], [-0.08, 0.00, -0.15], [-0.33, -0.10, -0.33], [-0.13, 0.03, 0.08], [-0.19, 0.03, 0.41], [0.36, 0.46, -0.17], [-0.07, -0.29, -0.20], [-0.03, 0.06, 0.04], [0.24, -0.21, 0.00], [0.04, 0.00, 0.26], [-0.03, 0.00, -0.08], [-0.22, 0.00, 0.03], [0.22, 0.11, -0.22], [-0.04, 0.02, 0.13], [-0.12, 0.05, 0.04], [-0.05, -0.10, 0.00], [0.02, 0.08, 0.05], [-0.01, -0.11, -0.09], [0.04, 0.02, 0.07], [-0.03, -0.04, -0.04], [0.02, 0.06, -0.13], [-0.04, -0.12, 0.04], [0.03, 0.04, 0.02], [-0.05, 0.02, -0.03], [0.02, -0.08, 0.03], [0.11, 0.01, -0.04], [0.09, -0.06, 0.02], [-0.03, -0.11, 0.03], [-0.01, 0.04, 0.07], [-0.09, -0.12, -0.06]]
}

=====

# 2
{
  "formula": "C64H46F4GaN13O2P2",
  "method": "ωB97M-V/def2-TZVPD",
  "homo_lumo_gap_ev": [5.58, 3.63],
  "e_lumo_ha": [-0.2372, -0.2804],
  "e_homo_ha": [-0.4422, -0.4138],
  "total_charge": 2,
  "e_above_lowest_ev": 0.702,
  "symbols": ["Ga", "C", "O", "C", "C", "C", "C", "C", "C", "N", "N", "C", "C", "C", "C", "O", "C", "N", "C", "C", "C", "C", "H", "H", "H", "H", "H", "H", "H", "H", "H", "H", "H", "H", "C", "N", "P", "C", "C", "C", "C", "C", "C", "C", "C", "C", "C", "C", "C", "P", "C", "C", "C", "C", "C", "C", "C", "C", "C", "C", "C", "C", "H", "H", "H", "H", "H", "H", "H", "H", "H", "H", "H", "H", "H", "H", "H", "H", "H", "H", "H", "H", "H", "H", "H", "C", "C", "N", "C", "C", "N", "C", "N", "N", "N", "C", "C", "C", "C", "C", "C", "H", "H", "H", "H", "H", "H", "H", "H", "H", "H", "H", "F", "C", "C", "F", "C", "C", "C", "F", "C", "C", "C", "N", "C", "N", "F", "C", "C", "N", "C", "N"],
  "coordinates": [[0.8078, 0.3693, 0.4831], [-5.1622, -2.3580, 7.7921], [-4.2986, -2.5026, 6.6744], [-2.9789, -2.5190, 6.8571], [-2.3314, -2.2478, 8.0710], [-0.9625, -2.3134, 8.1502], [-0.1946, -2.5957, 7.0110], [-0.8445, -2.8809, 5.7920], [-2.2074, -2.8423, 5.7223], [1.1590, -2.6034, 7.1569], [2.0106, -2.5326, 6.2914], [1.9985, -2.0959, 5.0136], [2.7672, -2.7884, 4.0766], [2.7127, -2.4873, 2.7286], [1.9138, -1.4498, 2.2548], [1.8077, -1.1486, 0.9870], [1.1934, -0.6621, 3.2056], [0.4916, 0.3695, 2.6968], [-0.1205, 1.1991, 3.5176], [-0.0459, 1.0546, 4.9059], [0.6475, -0.0059, 5.4466], [1.2685, -0.9301, 4.5927], [-6.1719, -2.4571, 7.3969], [-5.0494, -1.3775, 8.2639], [-4.9834, -3.1430, 8.5328], [-2.8944, -1.9964, 8.9544], [-0.4520, -2.1064, 9.0768], [-0.2689, -3.1624, 4.9222], [-2.7186, -3.0812, 4.8035], [3.3625, -3.6194, 4.4203], [3.2810, -3.0686, 2.0219], [-0.6666, 2.0218, 3.0669], [-0.5083, 1.7885, 5.5456], [0.7405, -0.1003, 6.5187], [-3.4610, 1.1371, -0.8116], [-2.0402, 0.9400, -0.5185], [-1.0073, 2.2322, -0.0466], [-2.1212, 3.3471, 0.8781], [-2.9345, 2.8050, 1.8716], [-3.8481, 3.6077, 2.5287], [-3.9549, 4.9521, 2.2068], [-3.1304, 5.4961, 1.2371], [-2.2096, 4.7028, 0.5762], [-0.6787, 3.2589, -1.5194], [0.4431, 4.0802, -1.4496], [0.7675, 4.9146, -2.5039], [-0.0261, 4.9289, -3.6399], [-1.1327, 4.0987, -3.7210], [-1.4642, 3.2658, -2.6678], [-1.4628, -0.5658, 0.0550], [-2.8349, -1.2273, 1.0507], [-3.8611, -1.9404, 0.4356], [-4.9543, -2.3408, 1.1815], [-5.0267, -2.0258, 2.5297], [-3.9932, -1.3398, 3.1483], [-2.8914, -0.9454, 2.4116], [-1.2907, -1.8073, -1.2531], [-1.7562, -1.7723, -2.5595], [-1.4879, -2.8412, -3.4008], [-0.7501, -3.9246, -2.9518], [-0.2601, -3.9466, -1.6540], [-0.5350, -2.8924, -0.8067], [-3.6714, 2.2009, -0.9253], [-4.1008, 0.7532, -0.0127], [-3.7235, 0.6209, -1.7365], [-2.8679, 1.7493, 2.1081], [-4.4819, 3.1834, 3.2905], [-4.6769, 5.5743, 2.7113], [-3.2040, 6.5419, 0.9874], [-1.5745, 5.1406, -0.1784], [1.0529, 4.0607, -0.5560], [1.6348, 5.5551, -2.4329], [0.2096, 5.5865, -4.4624], [-1.7534, 4.1098, -4.6028], [-2.3228, 2.6169, -2.7579], [-3.8031, -2.1678, -0.6197], [-5.7532, -2.8864, 0.7050], [-5.8888, -2.3204, 3.1040], [-4.0469, -1.1064, 4.2001], [-2.0717, -0.4177, 2.8835], [-2.3259, -0.9305, -2.9264], [-1.8511, -2.8256, -4.4171], [-0.5468, -4.7477, -3.6200], [0.3389, -4.7750, -1.3090], [-0.1693, -2.8876, 0.2160], [3.2130, -1.6318, -1.6749], [2.1253, -0.7926, -2.2265], [1.2219, -0.0733, -1.5552], [0.4506, 0.5520, -2.5012], [0.9001, 0.2403, -3.7360], [1.9513, -0.6124, -3.5477], [2.6272, -1.2221, -4.6763], [1.6958, -2.0535, -5.3731], [0.6109, -1.5186, -5.9725], [-0.1275, -2.4237, -6.4378], [0.4237, -3.6428, -6.1768], [-0.0032, -4.9397, -6.4619], [0.7823, -5.9704, -6.0005], [1.9675, -5.7346, -5.2867], [2.4083, -4.4614, -4.9984], [1.6210, -3.4152, -5.4552], [3.2411, -1.5143, -0.5957], [4.1721, -1.3208, -2.0926], [3.0465, -2.6834, -1.9149], [-0.3797, 1.1659, -2.2401], [0.5594, 0.5189, -4.7115], [3.4843, -1.8162, -4.3526], [2.9616, -0.4161, -5.3410], [-0.9049, -5.1062, -7.0262], [0.4839, -6.9906, -6.1871], [2.5555, -6.5793, -4.9602], [3.3201, -4.2911, -4.4473], [3.5508, 1.3115, -1.1962], [3.9582, 2.4775, -1.7467], [4.1442, 2.5121, -3.0965], [3.8819, 1.3880, -3.7813], [4.6047, 3.6769, -3.7643], [4.9151, 4.7772, -2.9103], [4.7246, 4.7310, -1.5472], [4.9771, 5.8120, -0.8152], [4.1964, 3.5860, -0.9039], [3.8367, 3.5147, 0.4712], [2.9158, 2.5684, 0.8124], [2.0222, 1.8372, 0.9939], [4.2939, 4.3769, 1.4879], [4.6527, 5.0268, 2.3600], [5.3499, 5.9036, -3.4611], [4.7193, 3.7212, -5.1618], [5.2479, 4.8071, -5.8792], [5.6835, 5.6594, -6.5122], [4.2622, 2.6685, -5.9716], [3.8524, 1.8245, -6.6348]],
  "forces_ev_per_angstrom": [[-0.05, 0.50, -0.10], [-0.38, 0.07, 0.48], [0.52, -0.08, -0.32], [0.11, 0.01, 0.02], [-0.31, 0.02, 0.08], [0.26, -0.01, -0.20], [-1.04, -0.26, -0.32], [0.00, -0.08, 0.10], [-0.05, -0.05, -0.07], [1.18, 0.71, 0.44], [-0.46, -0.69, 0.25], [-0.01, 0.46, -0.37], [0.00, -0.06, -0.39], [0.16, -0.31, 0.14], [0.01, 0.10, -1.11], [0.35, -0.76, 1.28], [-0.22, 0.20, 0.98], [-0.10, -0.18, 0.08], [0.07, 0.08, -0.13], [0.16, -0.19, 0.18], [-0.12, 0.24, -0.15], [-0.11, 0.39, -0.52], [0.13, 0.02, 0.07], [0.02, -0.07, -0.10], [0.01, 0.05, -0.12], [-0.09, 0.00, 0.07], [0.06, -0.04, 0.16], [-0.04, -0.06, -0.05], [-0.07, -0.05, -0.06], [0.11, -0.08, 0.06], [0.08, -0.07, -0.10], [0.06, -0.01, 0.05], [-0.08, 0.08, 0.04], [-0.03, -0.01, 0.05], [-0.35, 0.03, -0.30], [0.26, -0.13, 0.62], [-0.65, 0.20, -0.65], [0.35, -0.24, 0.06], [0.08, 0.03, -0.01], [-0.03, -0.10, 0.10], [0.05, 0.01, -0.03], [-0.03, 0.08, 0.07], [0.05, -0.09, -0.03], [0.17, -0.09, 0.22], [-0.06, -0.25, 0.16], [0.08, 0.12, -0.06], [0.07, 0.03, 0.02], [-0.11, 0.00, -0.03], [-0.05, 0.00, 0.14], [-0.64, 0.01, -0.67], [0.53, 0.04, -0.03], [0.11, 0.05, 0.04], [-0.05, 0.03, -0.04], [0.02, -0.02, 0.05], [-0.04, 0.08, 0.04], [0.06, 0.02, -0.10], [0.10, 0.12, 0.29], [-0.06, 0.03, 0.15], [-0.08, 0.00, -0.11], [0.08, 0.02, -0.01], [0.02, -0.05, 0.01], [-0.12, 0.12, 0.05], [0.01, -0.10, -0.04], [0.10, 0.06, -0.03], [-0.07, 0.06, 0.00], [-0.10, -0.05, 0.01], [-0.12, -0.06, 0.09], [-0.08, 0.06, 0.06], [-0.02, 0.14, -0.02], [-0.01, 0.03, -0.05], [0.16, 0.09, 0.06], [0.06, 0.06, -0.01], [0.06, 0.05, -0.07], [-0.05, -0.01, -0.13], [-0.10, -0.05, 0.01], [-0.03, -0.08, -0.04], [-0.10, -0.06, -0.02], [-0.14, -0.08, 0.09], [-0.06, 0.01, 0.13], [-0.02, 0.01, 0.08], [-0.02, 0.09, -0.03], [-0.04, 0.03, -0.09], [0.04, -0.09, -0.08], [0.02, -0.14, 0.03], [0.10, -0.13, -0.03], [0.08, 0.04, 0.13], [0.22, -0.13, 0.18], [0.04, 0.07, 0.59], [0.05, 0.19, -0.58], [-0.40, 0.50, 0.32], [-0.16, 0.05, 0.45], [0.16, 0.27, -0.28], [0.02, -1.02, -0.19], [0.33, 1.11, 0.05], [-0.91, -0.16, -0.62], [1.19, -0.17, 0.71], [0.07, 0.14, 0.04], [-0.19, -0.08, -0.08], [0.13, 0.08, 0.12], [0.17, -0.11, 0.12], [-0.74, -0.13, -0.40], [0.08, -0.08, -0.14], [0.00, -0.04, 0.03], [0.00, -0.04, 0.02], [0.02, -0.08, -0.18], [-0.05, 0.05, -0.14], [-0.19, 0.12, -0.03], [0.03, -0.18, 0.13], [-0.15, -0.08, -0.07], [0.00, -0.08, -0.06], [0.03, -0.07, 0.03], [0.16, -0.05, 0.04], [0.41, 0.20, -0.30], [0.17, 0.31, 0.07], [0.00, 0.20, 0.00], [0.16, 0.20, 0.18], [-0.07, -0.12, 0.80], [-0.10, -0.26, -0.12], [-0.20, -0.36, 0.04], [0.00, 0.00, -0.10], [0.13, -0.06, -1.07], [0.10, -0.06, 0.27], [-0.82, -0.08, 0.18], [0.48, -0.17, -0.32], [0.06, -0.14, -0.08], [0.16, 0.43, 0.53], [-0.04, -0.11, 0.20], [0.08, 0.13, -0.06], [0.09, 0.10, 0.09], [0.18, 0.42, -0.32], [-0.16, -0.24, -0.18], [-0.14, -0.35, -0.25]]
}

=====

# 3
{
  "formula": "C14H39InO18P4",
  "method": "ωB97M-V/def2-TZVPD",
  "homo_lumo_gap_ev": 1.12,
  "e_lumo_ha": -0.4606,
  "e_homo_ha": -0.5019,
  "total_charge": 2,
  "e_above_lowest_ev": 9.091,
  "symbols": ["In", "C", "C", "O", "O", "H", "H", "H", "C", "O", "P", "O", "O", "C", "O", "C", "H", "H", "H", "H", "H", "H", "H", "H", "H", "C", "O", "P", "O", "O", "C", "O", "C", "H", "H", "H", "H", "H", "H", "H", "H", "H", "C", "O", "P", "O", "O", "C", "O", "C", "H", "H", "H", "H", "H", "H", "H", "H", "H", "C", "O", "P", "O", "O", "C", "O", "C", "H", "H", "H", "H", "H", "H", "H", "H", "H"],
  "coordinates": [[-0.6195, -0.4924, -1.5673], [-1.2395, -1.4598, -9.4248], [-0.8687, -0.9035, -8.0265], [0.1886, -1.3076, -7.4889], [-1.7025, -0.3302, -7.3222], [-1.7048, -0.5957, -9.8991], [-1.9594, -2.2776, -9.3930], [-0.3800, -1.7009, -10.0502], [4.7771, 4.4462, -5.5263], [4.9703, 5.2151, -4.3780], [3.8360, 5.5637, -3.3131], [2.9155, 4.4337, -3.0913], [4.6456, 6.0636, -1.9752], [3.9977, 6.4665, -0.7189], [3.2495, 6.9920, -3.9683], [4.0244, 8.1215, -4.1490], [3.7712, 4.0295, -5.4752], [5.5311, 3.6591, -5.5212], [4.8323, 5.0340, -6.4426], [4.4603, 5.9529, 0.1239], [2.9542, 6.1544, -0.6750], [4.1101, 7.5311, -0.5140], [4.3179, 8.1330, -5.1987], [4.9044, 8.1722, -3.5077], [3.3261, 8.9311, -3.9370], [-3.0421, -5.6612, 5.1314], [-4.3665, -5.2335, 4.8602], [-4.8201, -5.2397, 3.2955], [-3.8688, -4.4964, 2.3821], [-6.3090, -4.5154, 3.3915], [-7.3487, -5.2824, 4.0433], [-4.9881, -6.8507, 3.0250], [-4.7700, -7.3842, 1.7941], [-2.4708, -4.7838, 5.4349], [-2.4075, -6.2672, 4.4849], [-3.0538, -6.4607, 5.8721], [-6.9847, -5.8500, 4.8997], [-7.9227, -5.9576, 3.4088], [-8.0091, -4.4816, 4.3761], [-5.6318, -8.0208, 1.5937], [-3.9566, -8.1085, 1.7510], [-4.7877, -6.7282, 0.9238], [6.6114, -3.3980, -3.7963], [6.8176, -4.1947, -2.6394], [5.8420, -4.0146, -1.3131], [4.4874, -3.5321, -1.6145], [6.7333, -3.0798, -0.3641], [6.7167, -1.7586, -0.5446], [5.8935, -5.4253, -0.5418], [5.3080, -5.6079, 0.7517], [7.4334, -2.8357, -4.2392], [5.7175, -2.8014, -3.6140], [6.3164, -4.0246, -4.6380], [5.7299, -1.3111, -0.6631], [7.3574, -1.5028, -1.3885], [7.0726, -1.3994, 0.4210], [6.0725, -6.1642, 1.2940], [4.3803, -6.1799, 0.7316], [5.1012, -4.6988, 1.3163], [-2.8884, 5.0943, 5.2447], [-3.8908, 5.1091, 4.2124], [-4.6806, 3.7420, 3.9419], [-3.9985, 2.7008, 3.0573], [-4.9601, 3.2900, 5.4677], [-4.3957, 2.0221, 5.9257], [-6.1030, 4.1875, 3.2295], [-7.1415, 5.0241, 3.7837], [-2.0054, 5.6698, 4.9667], [-2.6688, 4.1020, 5.6386], [-3.3408, 5.6477, 6.0676], [-3.8141, 1.3128, 5.3367], [-5.2684, 1.4605, 6.2588], [-3.7614, 2.3191, 6.7609], [-6.8860, 6.0262, 3.4393], [-7.2840, 5.0459, 4.8642], [-8.1033, 4.6651, 3.4175]],
  "forces_ev_per_angstrom": [[-0.01, -0.01, 0.13], [-0.25, -0.01, -2.84], [0.65, 0.42, 7.22], [1.46, -1.21, -3.36], [-2.12, 0.74, -2.81], [-0.21, 0.23, 0.28], [0.20, 0.04, 0.72], [0.27, -0.21, 0.73], [-0.90, -0.89, -0.45], [0.59, 1.42, 1.90], [0.61, 1.77, 0.42], [-0.16, 1.13, -0.24], [-0.74, -0.31, -1.23], [-0.15, -0.62, -0.04], [-0.83, -4.21, 1.64], [0.35, 1.03, -0.27], [0.08, -0.39, -0.21], [-0.08, 0.02, -0.18], [0.30, 0.24, 0.17], [0.43, -0.19, -0.39], [-0.06, 0.23, -0.39], [-0.03, 0.00, -0.59], [0.20, 0.36, -0.05], [-0.05, -0.04, 0.04], [0.42, 0.40, -0.14], [1.24, -0.71, 1.39], [-0.65, -0.52, -2.23], [0.49, 1.42, 0.00], [-1.94, -1.60, 1.38], [2.40, -2.28, -0.52], [-0.55, 0.77, 0.57], [0.14, 3.35, 2.32], [-1.09, -2.31, -2.81], [0.01, -0.27, 0.21], [-0.67, 0.67, -1.77], [-0.56, 0.68, 1.04], [0.15, 0.16, -0.01], [0.42, 0.14, -0.46], [-0.20, -0.37, 0.24], [-0.25, -0.20, -0.04], [0.53, 0.55, 0.25], [0.57, 0.53, 0.39], [-1.83, -0.15, -0.84], [-0.37, -0.30, 1.79], [1.01, -1.33, -0.34], [0.23, 0.37, -0.05], [-1.22, -4.51, -0.11], [0.35, 3.39, 0.57], [0.23, 1.55, -1.59], [0.37, -0.29, 0.81], [0.52, 0.07, 1.14], [0.27, 0.55, -0.18], [-0.03, -0.57, 0.12], [-0.24, -0.23, -0.32], [0.14, 0.52, 0.10], [0.47, 0.79, -0.39], [-0.27, -0.05, 0.16], [0.14, -0.05, -0.50], [0.19, 0.30, -0.38], [-0.50, 0.79, 0.98], [-0.06, -0.80, -0.80], [-0.94, -0.80, -1.53], [-1.16, 2.16, 1.87], [0.60, -0.74, -2.17], [-0.77, -0.13, 1.64], [2.11, -1.04, 1.66], [0.08, 0.45, -0.07], [-0.09, -0.41, -0.50], [0.24, 0.04, -0.44], [0.07, -0.02, 0.19], [-0.11, 0.95, -1.14], [0.22, -0.01, 0.35], [-0.19, -0.27, 0.20], [-0.52, 0.07, 0.05], [0.78, -0.35, 0.17], [0.27, 0.10, -0.49]]
}

=====

# 4
{
  "formula": "C4H4CoO3",
  "method": "ωB97M-V/def2-TZVPD",
  "homo_lumo_gap_ev": [6.39, 6.62],
  "e_lumo_ha": [-0.2573, -0.2667],
  "e_homo_ha": [-0.4921, -0.5099],
  "s_squared": 6.011,
  "spin_multiplicity": 5,
  "total_charge": 1,
  "symbols": ["O", "C", "O", "O", "Co", "C", "C", "C", "H", "H", "H", "H"],
  "coordinates": [[-0.3495, -1.1721, -0.6616], [-1.3840, -0.3088, -0.1835], [-1.1487, -0.3253, 1.0821], [-1.8688, 0.5265, -0.8959], [-0.4012, -2.1031, 0.9992], [0.5957, -0.6231, -1.6782], [0.3971, -1.1260, -2.9397], [1.3826, 0.4292, -1.2332], [0.4269, -0.4479, -3.7918], [-0.1202, -2.0764, -3.0694], [2.3807, 0.2366, -0.8409], [1.0700, 1.4540, -1.4280]],
  "forces_ev_per_angstrom": [[1.22, -2.79, -1.37], [1.47, 5.07, -1.46], [-1.55, -1.76, 1.86], [-0.28, -2.08, 0.89], [0.14, 0.96, 0.45], [-2.39, -2.31, -3.52], [-0.83, 1.04, 2.36], [1.22, 1.90, 0.55], [1.25, -0.45, -0.02], [-0.18, 0.39, 0.07], [-0.26, 0.15, 0.04], [0.18, -0.12, 0.15]]
}

=====

no.,electronic energy (Eh)
1,-730.625656
2,-6335.157808
3,-3466.090768
4,-1762.822589